{
  "formula": "C31H101ClIN2O21P2",
  "method": "the ωB97M-V functional and the def2-TZVPD basis",
  "energy_ha": -4371.41193,
  "gap_ev": 5.888,
  "total_charge": -1,
  "mol_weight_da": 1062.4,
  "elements": ["C", "C", "C", "N", "P", "N", "C", "C", "C", "I", "C", "C", "C", "C", "O", "O", "C", "C", "C", "O", "C", "P", "O", "Cl", "H", "H", "H", "H", "H", "H", "H", "H", "H", "H", "H", "H", "H", "H", "H", "H", "H", "H", "H", "H", "H", "H", "H", "H", "H", "H", "H", "H", "H", "H", "H", "H", "H", "C", "O", "H", "H", "H", "H", "C", "O", "H", "H", "H", "H", "C", "O", "H", "H", "H", "H", "C", "O", "H", "H", "H", "H", "C", "O", "H", "H", "H", "H", "C", "O", "H", "H", "H", "H", "C", "O", "H", "H", "H", "H", "C", "O", "H", "H", "H", "H", "C", "O", "H", "H", "H", "H", "C", "O", "H", "H", "H", "H", "C", "O", "H", "H", "H", "H", "C", "O", "H", "H", "H", "H", "C", "O", "H", "H", "H", "H", "C", "O", "H", "H", "H", "H", "C", "O", "H", "H", "H", "H", "C", "O", "H", "H", "H", "H", "C", "O", "H", "H", "H", "H"],
  "coordinates": [[6.054, -4.634, 0.586], [5.373, -3.412, -0.189], [3.752, -3.409, 0.112], [3.170, -2.686, -1.026], [1.536, -1.944, -0.913], [2.179, -0.833, 0.353], [1.013, -3.014, -2.401], [2.168, -3.464, -3.436], [1.347, -4.269, -4.602], [0.420, -2.944, -6.064], [-0.122, -1.007, -0.787], [-1.479, -1.759, -1.072], [-2.581, -1.504, 0.104], [-3.350, -2.819, 0.543], [-3.245, -3.166, 1.750], [-4.187, -3.596, -0.288], [-3.570, -4.846, -0.681], [-3.570, -5.978, 0.455], [2.043, -0.587, -2.232], [2.272, 0.752, -1.688], [3.516, 1.289, -2.202], [0.932, -3.463, 0.636], [-0.272, -4.560, 0.117], [-0.118, -2.514, 2.278], [6.749, -5.260, -0.073], [5.309, -5.382, 1.027], [6.628, -4.214, 1.477], [5.827, -2.399, 0.041], [5.430, -3.670, -1.309], [3.550, -4.538, 0.146], [3.714, -2.910, 1.133], [3.909, -2.049, -1.329], [3.196, -0.664, 0.249], [2.140, -1.240, 1.304], [0.476, -3.987, -2.195], [0.287, -2.416, -3.070], [2.651, -2.617, -4.003], [2.870, -4.255, -3.037], [2.164, -4.843, -5.176], [0.658, -5.060, -4.179], [-0.172, -0.044, -1.417], [-0.166, -0.567, 0.276], [-1.472, -2.854, -1.333], [-1.980, -1.263, -1.985], [-3.395, -0.790, -0.288], [-2.148, -0.991, 1.013], [-4.210, -5.257, -1.539], [-2.527, -4.659, -1.082], [-4.231, -6.837, 0.126], [-2.495, -6.318, 0.652], [-3.977, -5.591, 1.453], [2.984, -0.834, -2.821], [1.231, -0.444, -3.039], [3.724, 2.268, -1.645], [4.377, 0.584, -1.963], [3.432, 1.546, -3.312], [-0.287, -5.316, 0.733], [-2.574, 2.541, 0.044], [-2.785, 1.858, -1.186], [-1.585, 2.286, 0.424], [-2.632, 3.621, -0.119], [-3.328, 2.232, 0.767], [-3.669, 2.100, -1.500], [-2.876, 3.050, 4.365], [-3.229, 2.910, 2.994], [-1.832, 3.348, 4.431], [-3.501, 3.817, 4.831], [-3.012, 2.095, 4.880], [-4.156, 2.645, 2.963], [0.461, 3.162, 6.391], [-0.822, 3.452, 6.930], [0.533, 3.607, 5.399], [1.237, 3.586, 7.034], [0.593, 2.080, 6.312], [-0.861, 3.049, 7.805], [1.128, -1.800, 6.217], [-0.138, -1.248, 5.892], [1.574, -1.213, 7.019], [1.002, -2.834, 6.552], [1.780, -1.767, 5.340], [-0.508, -1.789, 5.179], [-3.654, -2.100, -8.182], [-3.225, -2.059, -6.831], [-4.637, -1.634, -8.253], [-2.948, -1.552, -8.812], [-3.723, -3.139, -8.517], [-2.355, -2.477, -6.794], [5.290, -4.519, -5.298], [4.886, -3.282, -5.870], [6.317, -4.424, -4.946], [4.640, -4.766, -4.455], [5.238, -5.310, -6.051], [3.976, -3.392, -6.173], [1.398, -2.271, 9.886], [1.012, -1.031, 9.308], [2.423, -2.186, 10.249], [0.738, -2.510, 10.724], [1.346, -3.062, 9.134], [0.105, -1.133, 8.996], [-5.799, 1.087, -3.895], [-5.355, 2.236, -3.186], [-6.296, 0.414, -3.197], [-6.504, 1.385, -4.676], [-4.943, 0.575, -4.342], [-4.917, 2.815, -3.826], [-2.330, 7.023, 0.064], [-3.448, 7.099, 0.942], [-2.235, 7.966, -0.468], [-1.422, 6.841, 0.642], [-2.484, 6.216, -0.655], [-3.509, 6.251, 1.401], [9.564, -3.279, 1.418], [8.774, -4.044, 0.519], [9.017, -2.374, 1.682], [9.760, -3.859, 2.324], [10.508, -3.004, 0.940], [9.278, -4.837, 0.302], [5.797, -5.123, -9.400], [6.049, -3.788, -8.991], [6.332, -5.313, -10.330], [6.149, -5.818, -8.632], [4.725, -5.263, -9.565], [5.564, -3.645, -8.166], [-4.069, 7.540, -3.231], [-2.650, 7.602, -3.294], [-4.357, 6.826, -2.460], [-4.468, 8.526, -2.981], [-4.464, 7.210, -4.195], [-2.424, 8.238, -3.983], [-0.289, 10.404, -1.339], [-0.401, 9.030, -1.677], [0.747, 10.618, -1.077], [-0.580, 11.021, -2.194], [-0.932, 10.628, -0.483], [-1.327, 8.867, -1.905], [-6.451, 9.299, 1.038], [-5.707, 8.710, 2.090], [-7.232, 9.927, 1.469], [-5.793, 9.916, 0.419], [-6.912, 8.518, 0.427], [-5.023, 8.160, 1.682], [-1.350, 3.319, -4.040], [-2.691, 2.851, -4.029], [-1.105, 3.659, -5.047], [-1.244, 4.153, -3.341], [-0.674, 2.509, -3.758], [-2.886, 2.556, -3.130], [-6.072, -2.152, 3.977], [-5.975, -2.912, 2.786], [-7.115, -2.126, 4.294], [-5.468, -2.616, 4.763], [-5.725, -1.131, 3.795], [-5.040, -2.920, 2.527], [3.695, 0.228, 11.971], [2.429, 0.777, 11.642], [4.136, 0.818, 12.774], [3.574, -0.806, 12.307], [4.352, 0.261, 11.097], [2.060, 0.239, 10.930]],
  "forces_ev_per_angstrom": [[0.158, 0.159, 0.711], [-1.188, -1.741, -0.458], [3.534, -0.350, -0.563], [0.816, -1.643, 1.138], [0.022, 3.560, -2.451], [0.493, -0.247, 1.994], [-0.205, -0.795, -2.125], [-2.617, -0.762, -1.080], [2.397, -1.012, 0.607], [0.240, -0.522, 0.534], [-1.728, 1.209, 0.830], [-1.845, 0.940, -0.375], [-1.213, -0.266, -1.096], [0.778, -0.335, 3.690], [-0.665, 0.843, -3.454], [1.679, 1.094, 0.165], [-0.183, -1.478, -0.445], [0.195, 0.460, 0.404], [0.588, 0.859, -1.742], [1.453, -0.036, -1.017], [-0.466, 0.697, 0.738], [-0.197, -2.346, 1.976], [0.148, 0.540, 0.064], [0.184, 0.076, -0.505], [-0.866, 1.139, 0.978], [0.604, 1.179, -0.733], [-0.591, -0.869, -1.250], [-0.378, -1.276, -0.328], [0.130, 0.781, 1.485], [-0.403, 1.820, 0.133], [-0.661, -0.769, -0.953], [-0.789, 0.077, 0.007], [-0.881, -0.178, -0.247], [-0.341, 0.339, -0.474], [0.450, 1.001, 0.211], [0.841, -0.749, 1.168], [-0.066, -0.897, 1.118], [-0.611, 1.283, -0.229], [-1.408, 0.791, 0.376], [0.379, 1.294, -0.638], [0.446, -1.487, 0.773], [0.047, -0.887, -1.465], [0.528, 1.069, 0.542], [0.923, -0.852, 1.143], [1.162, -1.006, 0.373], [-0.439, -1.110, -0.945], [0.880, 0.927, 1.150], [-1.184, -0.234, 0.613], [0.974, 0.859, 0.396], [-1.583, 0.255, -0.336], [0.588, -0.367, -1.594], [-0.939, -0.047, 0.602], [0.973, -0.492, 1.113], [-0.373, -1.275, -0.695], [-0.888, 0.761, -0.600], [0.305, -0.575, 1.208], [0.198, 0.602, -0.316], [-0.211, -0.031, -0.121], [-0.163, 0.078, -0.493], [-0.097, -0.056, -0.092], [0.052, 0.075, 0.207], [0.174, 0.104, 0.068], [-0.071, -0.302, 0.175], [-0.232, -0.087, -0.013], [-0.114, 0.128, -0.093], [-0.127, -0.052, -0.076], [0.140, -0.006, 0.203], [0.133, 0.099, 0.179], [0.176, 0.007, -0.049], [-0.027, -0.185, 0.250], [-0.155, 0.093, 0.092], [-0.089, -0.010, 0.094], [0.152, -0.037, -0.145], [0.175, 0.034, -0.130], [-0.061, 0.071, -0.166], [-0.016, -0.034, -0.371], [-0.275, -0.037, 0.077], [-0.125, -0.008, -0.093], [0.249, -0.070, 0.025], [0.127, -0.158, 0.086], [0.085, 0.278, 0.085], [0.305, -0.107, 0.229], [-0.051, 0.010, -0.037], [0.077, -0.019, 0.084], [-0.132, -0.024, -0.211], [-0.091, 0.053, -0.225], [-0.131, 0.068, 0.206], [-0.259, 0.020, -0.032], [0.022, -0.001, -0.392], [-0.094, 0.092, -0.063], [0.130, -0.145, 0.050], [0.093, -0.179, 0.130], [0.024, 0.196, 0.169], [-0.294, -0.023, -0.126], [0.033, 0.157, 0.287], [-0.064, 0.062, -0.067], [0.129, -0.175, 0.054], [0.103, -0.123, 0.132], [0.163, 0.173, -0.076], [0.207, 0.048, -0.123], [-0.001, 0.279, 0.211], [0.059, 0.118, 0.009], [-0.044, -0.176, -0.038], [-0.125, -0.130, -0.064], [0.109, -0.117, 0.137], [-0.021, -0.278, 0.128], [-0.347, -0.077, 0.220], [-0.137, -0.106, 0.207], [0.099, 0.049, -0.208], [0.208, 0.083, -0.110], [-0.017, 0.151, -0.029], [0.097, -0.290, -0.188], [0.520, 0.126, -0.076], [-0.034, -0.109, -0.083], [0.103, 0.180, 0.117], [0.074, 0.158, 0.197], [-0.157, 0.113, -0.015], [-0.100, 0.270, 0.283], [-0.056, -0.015, 0.036], [-0.017, 0.078, 0.073], [-0.044, -0.211, -0.127], [0.021, -0.238, -0.086], [0.220, 0.186, -0.031], [0.035, 0.152, -0.181], [0.223, 0.219, 0.121], [0.126, 0.052, -0.050], [-0.238, -0.089, 0.024], [-0.196, -0.021, 0.102], [0.082, -0.217, 0.054], [-0.239, -0.255, -0.079], [-0.065, 0.108, -0.079], [-0.071, -0.086, -0.034], [0.061, 0.225, 0.105], [0.076, 0.235, 0.029], [0.319, -0.232, -0.146], [0.326, -0.290, 0.132], [-0.107, 0.024, 0.048], [0.072, -0.054, 0.021], [-0.169, 0.086, -0.160], [-0.120, 0.158, -0.162], [0.121, 0.078, 0.065], [-0.088, -0.142, 0.248], [-0.351, 0.141, -0.197], [-0.108, -0.038, 0.045], [0.212, 0.030, -0.058], [0.133, 0.129, -0.001], [0.368, -0.130, -0.093], [0.243, -0.201, -0.360], [-0.093, 0.082, 0.094], [0.046, -0.026, -0.058], [-0.047, 0.178, 0.186], [-0.033, 0.094, 0.243], [-0.088, -0.226, -0.112], [-0.293, -0.025, -0.256], [-0.004, -0.020, 0.058], [-0.090, -0.010, -0.060], [0.240, -0.040, 0.070], [0.193, -0.089, 0.118], [-0.162, 0.167, -0.052]]
}